(1)
The following is a DFT calculation (wB97M-V/def2-TZVPD) of C38H52BF4N11OSY as an isolated structure at a distorted geometry.

Computed properties:
- calculated total energy (eV) = -82114.101
- net charge = +1
- energy relative to the best compared isomer or geometry (same formula, charge and spin) (kJ/mol) = 83.7
- highest occupied orbital energy (alpha / beta) (eV) = -9.30 / -10.50

The geometry in XYZ format:
```
109
C38H52BF4N11OSY (wB97M-V/def2-TZVPD)
Y -0.15 -0.54 -0.22
C -2.91 0.08 -4.27
N -2.99 0.95 -3.15
C -4.05 1.89 -3.17
C -3.65 3.08 -2.23
N -2.46 2.53 -1.65
C -1.60 3.35 -0.73
C -2.02 1.40 -2.26
N -0.90 0.76 -1.97
C -0.06 0.37 -3.11
C 1.38 0.62 -2.72
N 1.84 -0.25 -1.68
C 3.14 -0.43 -1.43
N 3.58 -1.35 -0.51
C 2.73 -2.32 0.11
C 5.02 -1.41 -0.47
C 5.46 -0.52 -1.64
N 4.25 0.21 -1.95
C 4.25 1.54 -2.54
H -3.83 -0.54 -4.38
H -2.18 -0.69 -3.99
H -2.57 0.60 -5.23
H -5.00 1.44 -2.86
H -4.37 2.35 -4.13
H -4.42 3.33 -1.50
H -3.30 3.98 -2.83
H -0.79 3.84 -1.26
H -1.26 2.81 0.17
H -2.21 4.16 -0.31
H -0.23 0.97 -3.96
H -0.19 -0.71 -3.36
H 1.40 1.72 -2.42
H 1.98 0.38 -3.61
H 2.01 -0.77 1.28
H 3.36 -2.87 0.86
H 2.30 -3.02 -0.59
H 5.46 -2.44 -0.51
H 5.32 -0.98 0.50
H 5.79 -1.15 -2.47
H 6.33 0.22 -1.39
H 5.09 2.12 -2.10
H 3.36 2.15 -2.43
H 4.35 1.40 -3.63
C -4.14 -2.07 -1.47
C -3.00 -2.82 -2.17
C -3.32 -3.52 -3.39
C -2.51 -4.59 -3.79
C -1.36 -4.99 -3.10
C -0.91 -4.19 -2.04
C 0.22 -4.78 -1.27
C -1.77 -3.17 -1.52
N -1.43 -2.53 -0.32
C -2.03 -2.81 0.88
C -2.34 -4.21 1.15
C -2.25 -1.81 1.85
C -3.15 -2.07 3.01
N -1.58 -0.67 1.80
C -1.89 0.41 2.60
C -1.04 0.87 3.69
C 0.31 0.21 4.00
C -1.42 2.00 4.30
C -2.63 2.63 4.15
C -3.57 2.12 3.29
C -3.15 1.08 2.39
C -4.08 0.66 1.30
H -5.02 -2.24 -2.08
H -3.97 -0.96 -1.41
H -4.24 -2.40 -0.47
H -4.26 -3.32 -3.87
H -2.78 -5.16 -4.69
H -0.79 -5.88 -3.39
H -0.02 -5.84 -0.97
H 0.27 -4.22 -0.36
H 1.14 -4.92 -1.91
H -1.58 -4.82 0.54
H -3.29 -4.56 0.84
H -2.14 -4.42 2.24
H -4.22 -2.01 2.67
H -2.96 -1.45 3.87
H -2.98 -3.12 3.38
H 0.89 -0.07 3.10
H 0.30 -0.72 4.53
H 0.99 0.84 4.57
H -0.75 2.41 5.12
H -2.85 3.57 4.63
H -4.56 2.51 3.25
H -3.69 -0.05 0.56
H -4.51 1.53 0.75
H -5.06 0.32 1.80
N 5.58 2.65 -0.27
C 5.43 3.18 0.77
C 5.17 3.74 2.07
C 4.81 2.87 3.09
C 4.87 3.34 4.43
C 5.19 4.70 4.61
N 5.38 5.59 3.61
C 5.48 5.08 2.38
H 4.48 1.84 2.89
H 4.62 2.69 5.29
H 5.22 5.10 5.62
H 5.77 5.82 1.58
F 0.47 1.48 0.64
B 1.65 2.37 1.04
F 2.01 2.12 2.41
F 2.66 1.97 0.13
F 1.24 3.67 0.77
O 2.77 -2.96 3.05
S 1.41 -2.63 2.61
N 1.62 -1.67 0.96
```

***

(2)
The following is a DFT calculation (wB97M-V/def2-TZVPD) of C38H53BBiIN9P as an isolated structure at a distorted geometry.

Computed properties:
- spin multiplicity = 2
- calculated total energy (eV) = -77578.823
- net charge = +1
- highest occupied orbital energy (alpha / beta) (eV) = -10.50 / -10.51
- ⟨S²⟩ = 0.77

The geometry in XYZ format:
```
104
C38H53BBiIN9P (wB97M-V/def2-TZVPD)
Bi 0.10 -0.62 0.18
C 0.99 -5.13 2.94
C 0.77 -3.66 3.08
C 1.62 -2.71 3.71
C 0.94 -1.53 3.63
N -0.23 -1.76 2.96
N -0.33 -3.08 2.64
B -1.50 -0.89 3.11
N -2.59 -1.41 2.17
C -3.80 -1.93 2.48
C -4.35 -2.46 1.34
C -3.40 -2.23 0.34
C -3.47 -2.63 -1.10
N -2.35 -1.59 0.85
N -1.12 0.58 2.76
C -1.57 1.71 3.31
C -0.78 2.76 2.89
C 0.17 2.20 2.05
C 1.34 2.86 1.40
N -0.05 0.88 1.95
N -1.94 -1.02 4.57
C -2.22 -2.20 5.19
C -2.26 -1.96 6.54
C -1.98 -0.58 6.67
C -1.87 0.22 7.92
N -1.78 -0.04 5.49
H 0.90 -5.62 3.91
H 1.98 -5.34 2.54
H 0.23 -5.55 2.28
H 2.58 -2.88 4.17
H 1.18 -0.55 4.01
H -4.19 -1.87 3.49
H -5.30 -2.96 1.24
H -4.31 -2.16 -1.60
H -3.60 -3.71 -1.17
H -2.55 -2.37 -1.62
H -2.40 1.70 3.99
H -0.86 3.80 3.18
H 1.12 3.91 1.19
H 1.61 2.35 0.48
H 2.20 2.84 2.07
H -2.35 -3.11 4.63
H -2.47 -2.66 7.33
H -2.66 -0.03 8.62
H -1.92 1.29 7.69
H -0.91 0.03 8.42
I 0.44 -3.58 -1.03
C 2.34 -2.80 -1.55
C 2.99 -3.45 -2.56
C 4.31 -3.11 -2.88
C 4.98 -2.19 -2.13
C 4.34 -1.52 -1.07
C 5.06 -0.61 -0.25
C 4.46 0.03 0.79
C 3.08 -0.14 1.01
C 2.35 -0.98 0.22
C 2.96 -1.77 -0.78
H 2.49 -4.24 -3.11
H 4.80 -3.63 -3.70
H 6.02 -1.96 -2.34
H 6.11 -0.45 -0.47
H 5.03 0.70 1.43
H 2.60 0.43 1.79
C -2.75 0.81 -2.50
C -1.91 2.08 -2.34
C -2.16 2.60 -0.92
C -2.35 3.11 -3.39
P -0.08 1.58 -2.53
N 0.46 0.88 -1.21
C 0.13 0.45 -4.05
C 1.64 0.26 -4.23
C -0.50 -0.92 -3.75
C -0.47 0.98 -5.36
C 1.03 3.12 -2.74
C 2.48 2.72 -2.41
C 0.56 4.16 -1.71
C 0.96 3.73 -4.14
H -3.77 1.03 -2.17
H -2.38 0.01 -1.86
H -2.81 0.47 -3.53
H -3.23 2.73 -0.78
H -1.70 3.57 -0.73
H -1.80 1.89 -0.17
H -3.44 3.18 -3.39
H -2.03 2.84 -4.39
H -1.96 4.11 -3.17
H 2.13 0.02 -3.28
H 2.11 1.14 -4.67
H 1.82 -0.58 -4.91
H -0.44 -1.14 -2.69
H 0.06 -1.70 -4.28
H -1.53 -0.98 -4.06
H -0.04 1.93 -5.66
H -1.55 1.08 -5.31
H -0.25 0.26 -6.15
H 2.53 2.02 -1.58
H 3.04 3.62 -2.12
H 2.99 2.28 -3.26
H 0.42 3.71 -0.73
H -0.36 4.65 -2.02
H 1.33 4.93 -1.62
H 1.46 3.12 -4.88
H 1.47 4.70 -4.11
H -0.07 3.91 -4.46
```

***

(3)
The following is a DFT calculation (wB97M-V/def2-TZVPD) of a 5-piece molecular cluster, C38H53BBrN5OS overall at a distorted geometry.

Computed properties:
- calculated total energy (eV) = -131317.126
- net charge = 0
- highest occupied orbital energy (eV) = -7.71
- SMILES = C#Cc1cc2c(cc1Br)N(B(C)O)c1cc(CCC(C)C)c(CC)cc1S2.CCCC#N.CCCC#N.CCCC#N.CCCC#N

The geometry in XYZ format:
```
100
C38H53BBrN5OS (wB97M-V/def2-TZVPD)
C 6.21 -0.47 1.86
C 6.02 0.42 1.05
C 5.34 1.28 0.07
C 4.51 2.32 0.56
C 3.82 3.13 -0.35
C 3.91 2.97 -1.77
C 4.72 1.91 -2.22
C 5.43 1.09 -1.32
Br 6.49 -0.33 -2.07
N 3.18 3.87 -2.58
B 3.60 3.97 -4.01
C 3.32 2.87 -5.15
O 4.31 5.10 -4.41
C 1.78 3.94 -2.31
C 0.74 3.73 -3.23
C -0.62 3.81 -2.87
C -1.78 3.58 -3.88
C -1.41 2.67 -5.09
C -1.41 1.13 -4.84
C -2.43 0.62 -3.77
C -0.01 0.53 -4.51
C -0.98 4.14 -1.54
C -2.42 4.30 -1.06
C -3.06 5.63 -1.65
C 0.05 4.35 -0.58
C 1.39 4.24 -0.98
S 2.73 4.45 0.23
H 6.33 -1.17 2.68
H 4.40 2.51 1.63
H 4.82 1.69 -3.29
H 4.23 2.80 -5.78
H 3.12 1.87 -4.70
H 2.48 3.16 -5.80
H 5.06 5.19 -3.80
H 0.97 3.46 -4.27
H -2.69 3.29 -3.34
H -1.99 4.59 -4.31
H -2.20 2.86 -5.86
H -0.47 3.03 -5.55
H -1.72 0.66 -5.80
H -3.34 1.23 -3.66
H -2.77 -0.39 -4.11
H -1.94 0.44 -2.80
H 0.56 0.31 -5.44
H -0.14 -0.45 -4.00
H 0.61 1.16 -3.85
H -2.40 4.46 0.04
H -3.06 3.42 -1.25
H -3.90 5.42 -2.33
H -3.47 6.24 -0.82
H -2.28 6.22 -2.15
H -0.15 4.58 0.47
C 2.92 -3.43 1.35
C 3.24 -2.95 -0.06
C 2.54 -1.63 -0.41
C 1.07 -1.81 -0.35
N -0.07 -1.95 -0.30
H 1.85 -3.65 1.46
H 3.46 -4.35 1.57
H 3.20 -2.69 2.10
H 2.96 -3.72 -0.77
H 4.32 -2.80 -0.14
H 2.82 -1.32 -1.42
H 2.84 -0.84 0.28
C -4.01 1.58 2.51
C -4.38 0.18 2.06
C -3.39 -0.40 1.05
C -3.34 0.44 -0.17
N -3.30 1.09 -1.11
H -4.02 2.29 1.68
H -4.73 1.94 3.25
H -3.02 1.59 2.97
H -5.39 0.20 1.62
H -4.43 -0.47 2.93
H -3.69 -1.41 0.76
H -2.39 -0.46 1.48
C -3.97 -2.05 7.58
C -5.23 -2.73 7.03
C -5.47 -2.41 5.55
C -5.65 -0.96 5.36
N -5.80 0.17 5.23
H -4.05 -0.96 7.54
H -3.82 -2.33 8.62
H -3.09 -2.35 7.01
H -6.09 -2.41 7.62
H -5.13 -3.81 7.15
H -6.37 -2.93 5.20
H -4.63 -2.75 4.94
C 0.69 -7.16 3.36
C 1.29 -8.18 2.40
C 2.76 -8.48 2.70
C 3.57 -7.24 2.57
N 4.19 -6.28 2.47
H 1.19 -6.19 3.28
H -0.37 -7.00 3.13
H 0.76 -7.50 4.40
H 1.19 -7.81 1.38
H 0.72 -9.11 2.47
H 3.15 -9.22 2.00
H 2.88 -8.87 3.71
```